Entry 1:
8 unconnected molecules or ions with the total composition C2H22NO7S2 in a non-equilibrium geometry. Source: the Open Molecules 2025 dataset; level of theory: ωB97M-V/def2-TZVPD.

Last column: natural (NBO) charge in e.
Geometry (Å):
N: -0.80720 0.18327 -1.13242  -0.73
C: -1.45031 -0.68237 -0.11698  -0.23
C: -1.57775 0.04117 1.22260  -0.62
S: -1.85197 -1.09320 2.58335  0.13
S: -0.89476 -0.28814 4.23065  -0.09
H: -1.56989 0.54400 -1.71942  0.45
H: -0.30803 -0.24647 -1.92453  0.47
H: -0.16194 0.94515 -0.84410  0.48
H: -0.89962 -1.59388 0.05948  0.24
H: -2.49400 -0.82508 -0.51966  0.23
H: -0.83764 0.82983 1.42690  0.26
H: -2.36656 0.82033 1.22802  0.22
H: 0.38890 -0.75058 4.15512  0.14
H: 1.09945 -4.20268 2.63045  0.48
H: 0.58419 -3.70958 1.23957  0.47
O: 0.86191 -4.47050 1.74203  -0.95
H: 3.07057 -3.39832 -1.30216  0.50
H: 2.29318 -4.05147 0.04390  0.51
O: 2.42793 -3.38553 -0.60239  -1.01
H: 4.04055 0.87416 0.11313  0.48
H: 3.19809 -0.35837 0.43466  0.48
O: 3.40005 0.53121 0.74720  -0.96
H: 0.08369 4.49431 1.78945  0.50
H: -1.17101 3.59518 1.72240  0.48
O: -0.21389 3.57768 1.83171  -0.95
H: 0.04842 -0.18746 -4.60814  0.48
H: 1.01544 -1.21774 -4.28521  0.49
O: 0.47722 -0.55975 -3.82395  -0.96
H: 1.83650 1.92237 0.36603  0.51
H: 0.46828 2.74774 0.43715  0.50
O: 1.11104 2.30288 -0.14790  -1.01
H: -3.00800 2.61767 -3.09121  0.49
H: -3.81598 2.58678 -1.72829  0.49
O: -2.97685 2.40740 -2.15743  -0.98

Cartesian forces (eV/Å) of the 3 atoms listed first:
N -0.114 0.420 -2.205
C -1.226 0.551 0.513
C -0.419 2.543 0.114

DFT total energy (a.u.): -1466.95985
Largest force on an atom (hartree/bohr): 0.0605
HOMO (eV): -12.176
HOMO-LUMO gap (eV): 9.36
Lowest unoccupied orbital energy (eV): -2.8139
Total charge: +1

***

Entry 2:
2 unconnected molecules or ions with the total composition C3H6F2OS in a non-equilibrium geometry. Source: the Open Molecules 2025 dataset; level of theory: ωB97M-V/def2-TZVPD.

Last column: natural (NBO) charge in e.
Geometry (Å):
C: -0.49869 2.32275 0.96353  -0.64
C: 0.53937 2.25249 0.09937  0.79
F: 0.62018 2.75164 -1.07815  -0.29
F: 1.64543 1.84562 0.54884  -0.29
H: -1.43233 2.79585 0.75398  0.21
H: -0.61501 1.72481 1.85246  0.22
C: -0.16998 -2.61190 0.03861  -0.81
S: 1.09671 -1.46511 -0.53711  0.47
O: 0.09125 -0.32284 -1.25432  -0.84
H: -1.13940 -2.08913 0.26997  0.25
H: 0.07786 -2.98988 1.04408  0.23
H: -0.16455 -3.49066 -0.56690  0.22
H: -0.05084 -0.72364 -2.13438  0.48

Cartesian forces (eV/Å) of the 3 atoms listed first:
C -0.099 -0.286 -1.353
C -4.109 0.997 3.322
F 0.126 0.565 -1.397

DFT total energy (a.u.): -790.98255
Largest force on an atom (hartree/bohr): 0.1046
ΔE to the lowest compared entry with this formula, charge and spin (kcal per mole): 39.2
HOMO (eV): -8.881
HOMO-LUMO gap (eV): 9.58
Lowest unoccupied orbital energy (eV): 0.6958

***

Entry 3:
A molecular structure, C34H38N2O2PPdS in a non-equilibrium geometry. Source: the Open Molecules 2025 dataset; level of theory: ωB97M-V/def2-TZVPD.

Last column: Mulliken spin population.
Geometry (Å):
Pd: 0.00947 -0.08278 -0.73738  -0.05
O: -1.62265 1.60703 -0.27598  -0.01
N: -1.41634 2.85156 -0.60403  -0.05
C: -2.51891 3.62770 -0.73166  0.02
C: -2.47305 4.94895 -1.08924  -0.01
C: -1.21737 5.51459 -1.33171  0.00
C: -0.10044 4.73474 -1.17815  0.00
C: -0.14042 3.37475 -0.77927  0.00
S: 1.25862 2.46731 -0.50515  0.00
H: -3.42863 3.08893 -0.51261  0.00
H: -3.39319 5.51081 -1.17196  0.00
H: -1.12177 6.55217 -1.63031  0.00
H: 0.88989 5.13550 -1.34218  0.00
C: 2.39573 -1.26759 -3.42493  0.03
C: 2.02708 -2.60249 -2.78486  -0.04
C: 0.59761 -3.02439 -3.09331  0.08
C: 2.30303 -2.61608 -1.27211  -0.01
C: 3.82405 -2.61841 -1.01573  -0.01
O: 4.06274 -1.57343 -0.10068  0.01
C: 2.80158 -1.07352 0.28164  0.00
N: 1.80354 -1.50415 -0.46582  0.00
C: 2.83724 -0.26654 1.44189  0.01
C: 4.11973 0.11140 1.95772  0.00
C: 4.26812 0.74376 3.15820  0.00
C: 3.14807 1.02608 3.97019  0.00
C: 1.89884 0.69615 3.48319  0.00
C: 1.69518 0.12828 2.22287  0.01
P: 0.02985 -0.32266 1.67900  0.00
C: -0.19039 -1.77141 2.76334  0.00
C: 0.31493 -2.98216 2.26267  0.01
C: 0.25656 -4.14170 3.01733  0.00
C: -0.32227 -4.13145 4.28292  0.00
C: -0.83137 -2.93962 4.78479  0.00
C: -0.76486 -1.77214 4.03869  0.00
C: -1.04060 0.96247 2.42977  -0.01
C: -2.38660 0.67020 2.64851  0.01
C: -3.27227 1.64590 3.08029  0.00
C: -2.82872 2.94608 3.28251  0.00
C: -1.49531 3.25394 3.04492  0.00
C: -0.60740 2.27316 2.62730  0.00
H: 2.16687 -1.28293 -4.49467  -0.01
H: 3.46084 -1.04488 -3.30925  0.00
H: 1.81816 -0.46452 -2.96979  0.00
H: 2.70073 -3.37460 -3.19055  0.00
H: -0.08951 -2.28019 -2.68839  -0.02
H: 0.37556 -3.99978 -2.64649  0.01
H: 0.43178 -3.09322 -4.17303  -0.02
H: 1.85726 -3.54771 -0.88560  -0.01
H: 4.38836 -2.42643 -1.93278  0.00
H: 4.17488 -3.56628 -0.58782  0.00
H: 4.99689 -0.13426 1.37616  0.00
H: 5.26627 1.00888 3.49429  0.00
H: 3.25619 1.50317 4.93696  0.00
H: 1.02994 0.90396 4.09781  0.00
H: 0.75425 -2.98875 1.27067  -0.01
H: 0.65907 -5.06274 2.61046  0.00
H: -0.37438 -5.04064 4.87111  0.00
H: -1.27889 -2.91439 5.77290  0.00
H: -1.15910 -0.85079 4.44844  0.00
H: -2.75203 -0.33247 2.45368  0.00
H: -4.31578 1.39458 3.23635  0.00
H: -3.52076 3.71753 3.60203  0.00
H: -1.14233 4.27201 3.16628  0.00
H: 0.41675 2.53285 2.39309  0.00
C: -2.76536 1.11927 -3.27762  0.08
C: -1.91332 -0.16144 -3.38442  0.13
C: -1.79095 -0.52666 -4.87506  0.06
C: -2.67161 -1.28265 -2.66222  0.06
C: -0.54464 0.08641 -2.77957  0.83
H: -3.71856 1.01008 -3.81680  0.00
H: -2.22673 1.97484 -3.69476  0.00
H: -2.97131 1.32961 -2.22765  -0.01
H: -2.76824 -0.78227 -5.30965  0.01
H: -1.12190 -1.38057 -5.00553  0.00
H: -1.37623 0.31418 -5.43892  -0.01
H: -3.73301 -1.28844 -2.94444  0.00
H: -2.58669 -1.14091 -1.58286  -0.02
H: -2.25439 -2.26416 -2.90295  -0.01
H: -0.04739 0.88337 -3.36002  -0.05

Cartesian forces (eV/Å) of the 3 atoms listed first:
Pd 0.100 -0.616 -0.102
O 0.060 -0.034 0.140
N 0.011 0.025 -0.021

DFT total energy (a.u.): -2445.62717
Largest force on an atom (hartree/bohr): 0.0200
ΔE to the lowest compared entry with this formula, charge and spin (kcal per mole): 19.6
HOMO (alpha / beta) (eV): 1.526 / 1.550
2S+1: 2
HOMO-LUMO gap (alpha / beta) (eV): 3.26 / 3.23
Lowest unoccupied orbital energy (alpha / beta) (eV): 4.7859 / 4.7825
Total charge: -2

***

Entry 4:
A molecular structure, C32H42BN15O2SW in a non-equilibrium geometry. Source: the Open Molecules 2025 dataset; level of theory: ωB97M-V/def2-TZVPD.

Last column: Mulliken spin population.
Geometry (Å):
W: 0.19229 -0.10348 0.09177  0.78
C: 2.97045 1.71126 2.08055  0.00
C: 2.44658 0.37138 2.47078  0.02
C: 2.80141 -0.29785 3.63593  0.00
C: 2.15373 -1.51598 3.57977  0.00
N: 1.45929 -1.57881 2.44083  -0.01
N: 1.60756 -0.40835 1.74386  -0.03
B: 0.71187 -2.81945 1.85525  0.03
N: 1.21342 -2.95446 0.40122  -0.01
C: 1.74735 -4.05354 -0.13869  0.00
C: 2.38520 -3.69125 -1.30231  0.00
C: 2.21812 -2.31460 -1.42080  0.01
C: 2.92264 -1.53355 -2.48450  0.00
N: 1.46072 -1.86731 -0.38243  -0.03
N: -0.78171 -2.45338 1.77983  -0.02
C: -1.84276 -3.02887 2.32031  -0.01
C: -2.97061 -2.30184 1.96676  0.00
C: -2.52971 -1.25667 1.19583  0.01
C: -3.44677 -0.20812 0.66195  0.00
N: -1.15172 -1.32803 1.07405  0.06
N: 1.02764 -4.05023 2.63802  0.00
C: 2.27479 -4.54333 2.91657  0.00
C: 2.13638 -5.82139 3.36047  0.00
C: 0.73603 -6.07654 3.31511  0.00
C: 0.02042 -7.32172 3.69040  0.00
N: 0.09304 -5.01511 2.86602  0.00
H: 2.96989 2.37422 2.94601  0.00
H: 4.01675 1.60445 1.78563  0.00
H: 2.44056 2.17587 1.26246  0.00
H: 3.46709 0.05544 4.40441  0.00
H: 2.14826 -2.34265 4.26969  0.00
H: 1.67759 -5.00185 0.36849  0.00
H: 2.95918 -4.32112 -1.95903  0.00
H: 3.76909 -2.13404 -2.81308  0.00
H: 2.29942 -1.36816 -3.36372  0.00
H: 3.30205 -0.57990 -2.13657  0.00
H: -1.70875 -3.92787 2.90136  0.00
H: -3.98621 -2.50863 2.25631  0.00
H: -4.44187 -0.42355 1.04490  0.00
H: -3.17015 0.78913 0.99705  0.00
H: -3.51520 -0.21601 -0.42634  0.00
H: 3.16709 -3.95590 2.76251  0.00
H: 2.91653 -6.48938 3.68147  0.00
H: 0.35467 -7.67755 4.66400  0.00
H: -1.05220 -7.14547 3.73171  0.00
H: 0.21537 -8.10973 2.96217  0.00
C: 6.88380 2.63923 -4.24368  0.00
C: 5.50852 2.44417 -3.69636  0.00
C: 5.32053 1.91711 -2.41177  0.00
C: 4.05576 1.74211 -1.89427  -0.01
C: 2.95241 2.08402 -2.67497  0.00
C: 3.10608 2.60872 -3.95602  0.00
C: 4.38343 2.78133 -4.45513  0.00
S: 1.36878 1.93071 -1.99607  0.02
O: 0.39645 2.59455 -2.81776  0.00
O: 1.40039 2.23403 -0.56040  0.00
N: 0.98772 0.34850 -1.81144  0.08
C: 0.07867 -0.33399 -2.59802  0.01
C: -0.17770 -0.39052 -3.95762  0.00
C: -1.18281 -1.26193 -4.35627  0.00
C: -1.89276 -2.02988 -3.43086  0.01
C: -1.60402 -1.89808 -2.08738  0.00
N: -0.64770 -1.04717 -1.70592  -0.02
H: 7.61261 2.77452 -3.44711  0.00
H: 6.92338 3.50148 -4.90686  0.00
H: 7.18215 1.76251 -4.82369  0.00
H: 6.18449 1.65776 -1.81402  0.00
H: 3.92289 1.36184 -0.88896  0.00
H: 2.24032 2.89224 -4.53962  0.00
H: 4.51306 3.19739 -5.44544  0.00
H: 0.39012 0.19727 -4.66496  0.00
H: -1.41417 -1.35732 -5.40944  0.00
H: -2.65753 -2.71900 -3.75800  0.00
H: -2.11238 -2.45086 -1.30718  0.00
C: -3.07786 4.39419 -1.16884  0.00
N: -2.50050 3.06926 -1.41589  0.02
C: -2.88051 2.42122 -2.67236  0.00
C: -1.68376 2.45078 -0.57736  0.02
N: -1.35662 1.18357 -0.68887  0.06
N: -1.20111 3.18367 0.49018  0.01
C: -0.55789 2.63318 1.55083  0.00
N: -0.32525 3.43763 2.58484  0.00
N: -0.20229 1.36857 1.55373  0.01
H: -2.54476 5.15767 -1.73705  0.00
H: -3.07532 4.63696 -0.10930  0.00
H: -4.11765 4.37734 -1.48755  0.00
H: -3.27436 3.18247 -3.33923  0.00
H: -3.66142 1.67156 -2.51642  0.00
H: -2.00076 1.98179 -3.13798  0.00
H: -1.91340 0.75232 -1.41179  0.00
H: -1.20118 4.18871 0.40503  0.00
H: -0.74737 4.34960 2.66091  0.00
H: 0.24818 3.13340 3.35556  0.00
H: 0.13317 1.09468 2.46897  0.00

Cartesian forces (eV/Å) of the 3 atoms listed first:
W 0.715 1.033 -0.171
C 0.084 -0.030 0.010
C 0.104 0.107 0.162

DFT total energy (a.u.): -2705.90023
Largest force on an atom (hartree/bohr): 0.0246
HOMO (alpha / beta) (eV): -15.587 / -15.587
2S+1: 2
HOMO-LUMO gap (alpha / beta) (eV): 5.88 / 6.11
Lowest unoccupied orbital energy (alpha / beta) (eV): -9.7034 / -9.4784
Total charge: +3